1.
Molecular formula: C34H33BF4O3SSb2Tc
Method: DFT, ωB97M-V/def2-TZVPD

Kohn-Sham gap (spin up / spin down) (eV): 6.81 / 6.76
HOMO (spin up / spin down) (eV): -14.43 / -14.44
2S+1: 4
Net charge: +2
LUMO (spin up / spin down) (eV): -7.62 / -7.68
<S²>: 3.832

Last column: Mulliken spin population.
Positions of all 79 atoms, in Å:
Tc 0.00552 0.92786 -0.10780  3.120
C -2.75777 3.82890 -0.66043  -0.016
C -2.49427 4.10706 0.82054  0.013
C -3.01156 3.01570 1.76418  0.004
Sb -1.56438 1.46618 2.08031  -0.137
C -2.50962 -0.24547 2.81546  -0.016
C -3.77079 -0.60683 2.34894  0.004
C -4.38119 -1.74359 2.85469  0.002
C -3.74128 -2.50712 3.82171  -0.005
C -2.48977 -2.13496 4.29302  0.001
C -1.86826 -1.00349 3.79127  -0.004
C -0.35997 2.24451 3.60457  -0.077
C 0.88922 2.80766 3.37402  0.040
C 1.60273 3.33764 4.43912  0.002
C 1.06759 3.31068 5.71878  0.000
C -0.18379 2.75119 5.94522  -0.001
C -0.90364 2.21454 4.88921  -0.005
Sb -2.23075 1.86772 -1.30594  -0.102
C -3.86974 0.58168 -1.11052  0.006
C -5.11310 1.12331 -0.78103  -0.009
C -6.20870 0.28717 -0.63341  0.001
C -6.06439 -1.08260 -0.81964  -0.003
C -4.82964 -1.61709 -1.16078  0.000
C -3.72711 -0.78945 -1.30942  0.003
C -1.45183 1.86814 -3.23629  -0.013
C -2.09819 1.16318 -4.24805  -0.005
C -1.54318 1.15158 -5.51789  0.003
C -0.35139 1.82237 -5.76271  -0.003
C 0.29588 2.51183 -4.74531  0.007
C -0.25174 2.53834 -3.47291  0.010
H -2.20161 4.50603 -1.30927  0.000
H -3.81546 3.94866 -0.90400  -0.002
H -2.98727 5.04930 1.06735  0.001
H -1.42553 4.28143 0.98010  -0.002
H -3.95818 2.58629 1.43230  0.001
H -3.17180 3.40578 2.77077  -0.004
H -4.28784 -0.01700 1.60173  -0.004
H -5.36134 -2.02903 2.49736  0.000
H -4.22296 -3.39160 4.21591  0.000
H -1.99703 -2.72647 5.05248  0.000
H -0.88977 -0.72006 4.16205  -0.001
H 1.30825 2.84284 2.37675  0.008
H 2.57700 3.77527 4.26587  0.000
H 1.62647 3.72939 6.54473  0.000
H -0.59805 2.72920 6.94388  0.000
H -1.87241 1.76576 5.08278  0.001
H -5.24980 2.18978 -0.64469  0.000
H -7.17410 0.70569 -0.38386  0.000
H -6.92176 -1.73309 -0.70899  0.000
H -4.71963 -2.68221 -1.31281  0.000
H -2.76725 -1.21877 -1.56412  -0.005
H -3.02223 0.62976 -4.05778  -0.001
H -2.03911 0.61637 -6.31578  0.000
H 0.07849 1.80469 -6.75502  0.000
H 1.22703 3.02572 -4.94036  0.000
H 0.25860 3.08308 -2.68393  0.001
C 6.41141 1.73737 4.06207  0.000
C 5.41451 1.80563 2.94683  0.001
C 4.39567 0.85397 2.84596  0.004
C 3.49672 0.87891 1.79838  0.020
C 3.61761 1.87881 0.83878  0.005
C 4.62108 2.83888 0.90860  -0.001
C 5.50938 2.79542 1.96680  0.000
S 2.49283 1.97010 -0.47840  -0.022
O 1.17122 2.58779 0.05066  0.008
O 3.02047 2.68277 -1.57998  0.006
O 1.96872 0.57682 -0.73885  0.061
H 5.98641 1.27319 4.95025  0.000
H 6.78312 2.72662 4.32307  0.000
H 7.26850 1.13524 3.75301  0.000
H 4.32063 0.07464 3.59330  0.000
H 2.73266 0.11605 1.71336  -0.011
H 4.70919 3.59536 0.14062  0.000
H 6.29755 3.53435 2.02799  0.000
F -0.69281 -0.79034 -0.49058  0.106
B 0.05700 -2.30148 1.07553  0.008
F 0.50902 -1.23323 1.76751  -0.004
F -1.14032 -2.76141 1.34369  0.000
F 0.87697 -2.89984 0.25515  0.002

---

2.
Molecular formula: C12H36BF4O16S3
Method: DFT, ωB97M-V/def2-TZVPD

Relative energy (zero: lowest compared OMol25 entry of this formula, charge and spin) (kJ/mol): 1455.8
Kohn-Sham gap (eV): 9.70
HOMO (eV): -7.85
2S+1: 1
Net charge: -1
LUMO (eV): 1.84

Last column: Löwdin charge in e.
Positions of all 72 atoms, in Å:
B 11.68872 27.05128 -9.59565  -1.366
F 12.28966 25.88560 -9.78245  0.253
F 11.69000 27.68462 -10.80805  0.115
F 10.36313 26.92565 -9.31384  0.045
F 12.36787 27.83640 -8.69573  0.054
O 6.51282 27.61467 -9.25625  -0.317
S 6.94216 26.24497 -8.90903  0.759
O 6.02389 25.23480 -8.36095  -0.310
O 7.65768 25.50524 -10.23035  -0.358
C 6.88450 25.01793 -11.21579  -0.365
C 7.58937 23.70436 -11.49135  -0.047
C 8.37627 26.44621 -7.82739  -0.124
H 6.85943 25.74405 -12.02832  0.061
H 5.87215 24.69180 -10.97730  0.134
H 8.64300 23.89199 -11.69811  0.070
H 7.13006 23.24101 -12.36453  0.080
H 7.53311 23.09131 -10.59185  0.085
H 8.84766 25.46403 -7.86233  0.071
H 8.09032 26.76813 -6.82604  0.094
H 9.12213 27.09272 -8.28979  0.043
O 6.69965 27.41769 -11.49868  -0.352
S 7.98676 27.50902 -12.25602  0.770
O 8.19626 26.72420 -13.42467  -0.271
O 8.38686 29.09990 -12.68693  -0.247
C 8.06468 30.16172 -11.79295  -0.309
C 7.90661 31.32570 -12.67381  -0.074
C 9.41869 27.01883 -11.25101  -0.070
H 8.90139 30.26089 -11.10144  0.097
H 7.20460 29.96572 -11.15268  0.119
H 8.22602 32.23248 -12.16019  0.082
H 6.87548 31.50132 -12.98047  0.079
H 8.49842 31.08809 -13.55778  0.089
H 9.10094 26.12491 -10.71430  0.043
H 9.82944 27.74725 -10.55188  0.072
H 10.26956 26.69918 -11.85263  0.107
O 16.66920 25.28617 -7.43999  -0.304
S 15.86334 26.30618 -8.13868  0.706
O 16.32606 27.62899 -8.24485  -0.229
O 15.66779 25.73693 -9.64291  -0.266
C 15.39932 24.38185 -9.74247  -0.287
C 14.74688 24.16983 -11.12828  -0.038
C 13.97189 26.32518 -7.63316  -0.050
H 14.57511 24.11404 -9.08136  0.103
H 16.38981 23.94945 -9.60087  0.125
H 15.43254 24.43799 -11.93206  0.086
H 13.83384 24.75896 -11.21426  0.043
H 14.46889 23.13766 -11.34143  0.080
H 13.61316 27.24215 -8.10070  -0.013
H 14.10010 26.38569 -6.55243  0.098
H 13.55648 25.36517 -7.93962  0.066
O 11.27373 29.79040 -10.55411  0.001
H 11.61457 28.95731 -10.87969  -0.060
H 10.70178 29.54758 -9.82599  0.039
O 10.46054 26.96829 -6.80220  -0.048
H 10.77359 26.06662 -6.87438  0.058
H 10.56650 27.33028 -7.68195  0.008
O 10.42713 24.40494 -9.80760  -0.013
H 11.03536 25.14309 -9.76991  -0.028
H 10.76911 23.77933 -9.16894  0.053
O 12.99750 27.00871 -12.16580  -0.007
H 12.95426 26.07979 -11.93889  0.001
H 12.64865 27.46001 -11.39712  -0.143
C 14.19749 28.89462 -9.59067  -0.115
C 14.05319 28.90438 -8.12939  -0.228
O 14.91544 29.91437 -7.68693  0.074
C 15.31143 30.65977 -8.78669  -0.509
O 15.88760 31.70944 -8.64918  0.129
O 14.79488 30.13691 -9.91791  0.120
H 13.14570 28.84332 -9.87211  0.106
H 14.85768 28.09482 -9.92618  0.134
H 14.23005 27.96730 -7.60147  0.036
H 13.01694 29.12574 -7.87387  0.162

---

3.
Molecular formula: C11H36O7
Method: DFT, ωB97M-V/def2-TZVPD

Relative energy (zero: lowest compared OMol25 entry of this formula, charge and spin) (kJ/mol): 117.6
Kohn-Sham gap (eV): 9.70
HOMO (eV): -9.32
2S+1: 1
LUMO (eV): 0.38
SMILES string: CC(C)O.CC(C)O.CO.CO.CO.CO.CO

Last column: Löwdin charge in e.
Positions of all 54 atoms, in Å:
C -0.95761 -0.17311 -1.06423  -0.060
C 0.40478 0.29012 -0.52380  -0.467
C 0.39740 1.79288 -0.29175  -0.047
O 0.65859 -0.36587 0.70364  -0.070
H -1.22327 0.15534 -2.07139  0.073
H -1.80060 0.04106 -0.40394  0.085
H -0.93626 -1.26696 -1.13865  0.057
H 1.15396 0.03016 -1.28048  0.141
H 1.39584 2.23182 -0.21253  0.083
H -0.11918 1.98880 0.64719  0.077
H -0.01936 2.28199 -1.17244  0.085
H 0.69059 -1.32582 0.56426  0.054
C 2.51581 -4.74971 -0.30321  -0.052
C 1.54608 -4.05519 0.66253  -0.472
C 2.27796 -3.19329 1.70027  -0.045
O 0.62813 -3.22133 -0.04911  -0.073
H 1.99484 -5.53116 -0.86360  0.075
H 3.38450 -5.14171 0.21740  0.076
H 2.78495 -4.04438 -1.09416  0.083
H 0.93224 -4.82304 1.14613  0.136
H 2.99576 -3.80694 2.23837  0.082
H 1.52015 -2.88109 2.41909  0.077
H 2.73717 -2.36364 1.16789  0.090
H -0.05769 -3.75310 -0.46096  0.100
C 1.30318 0.42957 3.88249  -0.171
O 1.54625 1.30896 2.80870  -0.143
H 0.22162 0.28727 4.02402  0.079
H 1.69211 -0.57990 3.69114  0.063
H 1.74681 0.79099 4.80767  0.075
H 1.18698 0.87623 2.01391  0.023
C -2.24301 -3.14866 -3.90576  -0.160
O -1.78883 -4.51206 -3.86360  -0.130
H -2.97726 -3.07508 -3.10563  0.070
H -1.43374 -2.43906 -3.74230  0.072
H -2.76764 -2.99908 -4.84867  0.077
H -1.55790 -4.76341 -4.76132  0.068
C 2.80046 5.68487 0.93769  -0.174
O 1.99860 6.58494 1.67250  -0.145
H 2.58081 5.70648 -0.13641  0.072
H 3.84705 5.82413 1.19659  0.073
H 2.51497 4.65921 1.22675  0.068
H 1.16410 6.17179 1.94844  0.025
C -4.63567 -0.51321 -3.32024  -0.155
O -5.64148 0.35333 -3.85427  -0.125
H -5.09773 -1.32484 -2.76307  0.080
H -3.91226 -0.85386 -4.06212  0.062
H -4.10185 0.12492 -2.59978  0.073
H -5.27551 0.82881 -4.60280  0.070
C -0.60020 4.20158 3.08736  -0.107
O -0.28231 5.05544 1.94913  -0.140
H -0.95155 4.72111 3.98218  0.078
H -1.36652 3.51131 2.73318  0.078
H 0.30335 3.67214 3.38180  0.071
H -1.17761 5.30025 1.68588  0.087